Record 1
{"formula": "C27H36BrCl5N6O6PS2Tl", "method": "the ωB97M-V functional and the def2-TZVPD basis", "symbols": ["H", "C", "C", "H", "C", "C", "Cl", "Cl", "C", "Cl", "H", "H", "N", "H", "H", "C", "H", "H", "Cl", "S", "C", "C", "H", "H", "N", "H", "C", "C", "O", "H", "H", "Cl", "H", "C", "H", "C", "H", "O", "N", "S", "H", "H", "H", "H", "Br", "C", "C", "H", "C", "H", "C", "H", "H", "H", "C", "N", "C", "H", "C", "O", "O", "O", "H", "C", "N", "H", "C", "Tl", "H", "C", "C", "N", "C", "H", "H", "C", "O", "H", "H", "H", "H", "P", "H", "C", "C"], "positions_angstrom": [[6.028, -0.222, 2.335], [0.350, 2.962, -6.572], [-2.752, -2.059, -3.546], [1.180, 1.714, -0.306], [-0.450, -4.315, 1.257], [0.640, 3.661, 0.506], [2.464, 1.110, -3.053], [-1.922, 3.384, -5.195], [-2.280, -2.448, 0.411], [-0.449, 3.678, -7.923], [-3.023, -2.104, -0.321], [2.897, 1.379, 3.819], [0.830, -0.426, 3.261], [-0.278, 4.604, 2.259], [4.429, 2.370, 2.226], [0.569, 3.973, 1.996], [-1.345, -2.181, 3.264], [-3.773, -3.779, 1.348], [2.468, 2.655, -8.239], [-2.082, 0.147, 0.861], [-4.562, -0.123, -2.763], [4.136, -0.220, 1.289], [2.325, -1.637, 4.112], [5.568, 1.865, 3.497], [3.137, -0.078, 2.344], [-0.479, 0.364, 4.677], [1.659, 2.516, -6.720], [-0.975, -1.680, 4.155], [-2.578, 0.198, -0.510], [-5.790, -1.870, -3.148], [0.722, 2.523, 3.640], [3.917, 1.393, -5.794], [1.445, -2.393, 2.771], [1.341, -1.748, 3.648], [1.050, 4.478, -0.088], [1.654, 1.816, -4.410], [-0.563, 2.195, 2.444], [-0.313, 2.095, -3.120], [-2.838, -0.929, -4.267], [-1.435, -3.052, -3.710], [-3.619, -3.210, -2.188], [-1.978, -0.635, -4.703], [-4.679, -0.209, -4.926], [3.779, 0.230, 0.359], [0.874, -5.550, 1.868], [3.676, 0.738, 3.407], [-3.932, 0.006, -4.144], [5.971, 0.931, 0.989], [0.456, 2.570, 2.580], [-1.759, -1.679, 4.913], [-0.525, -0.271, 3.777], [0.829, -3.389, -0.196], [-1.203, 0.180, 3.057], [-5.449, 0.507, -2.690], [2.297, 1.946, -5.619], [-3.823, -2.457, -2.829], [5.392, 0.487, 1.799], [-3.837, 0.187, -2.005], [0.322, -2.321, 4.627], [-2.858, 0.966, 1.770], [1.548, -0.653, 0.550], [-2.279, -1.321, 1.397], [-5.216, -1.710, -1.471], [-2.720, -3.655, 1.149], [1.423, 1.813, 1.796], [2.569, 2.667, 0.276], [-0.299, 2.827, -5.365], [-0.220, -0.408, -1.501], [4.312, -1.282, 1.089], [-0.145, -3.401, 0.276], [1.517, 2.410, 0.466], [-1.023, -2.556, -0.219], [-4.935, -1.581, -2.518], [4.066, 0.097, 4.216], [-0.354, 3.411, 0.138], [4.829, 1.517, 2.773], [-0.662, 0.484, 0.936], [-2.073, -5.386, 2.206], [1.495, 4.450, 2.330], [-3.550, 1.014, -4.298], [0.553, -2.002, 5.648], [1.508, 0.115, 1.815], [0.297, -3.409, 4.601], [-1.792, -4.515, 1.624], [0.291, 2.231, -4.195]], "lowdin_charge": [0.100, -0.735, -0.936, 0.048, -0.718, -0.155, 0.661, 0.667, -0.396, 0.626, 0.100, 0.095, -0.152, 0.104, 0.100, -0.173, 0.088, 0.083, 0.596, 0.358, -0.157, -0.211, 0.097, 0.096, -0.211, 0.115, -0.754, -0.159, -0.406, 0.109, 0.108, 0.642, 0.099, -0.202, 0.108, -0.598, 0.096, -0.166, 0.011, 0.546, 0.109, 0.118, 0.114, 0.099, 0.602, -0.236, -0.175, 0.100, -0.215, 0.110, -0.200, 0.105, 0.056, 0.115, -0.729, 0.006, -0.183, 0.081, -0.170, -0.301, -0.381, -0.212, 0.117, -0.067, -0.182, 0.111, -0.622, 0.907, 0.111, -0.252, -0.210, -0.027, -0.185, 0.104, 0.119, -0.183, -0.460, 0.088, 0.105, 0.093, 0.101, 0.635, 0.096, -0.183, -0.557], "gap_ev": 5.9483, "total_charge": -2, "total_energy_ha": -8015.84191, "relative_energy_kcal_mol": 59.3, "e_lumo_ev": 3.97}

Record 2
{"formula": "C4H6N2O2", "method": "the ωB97M-V functional and the def2-TZVPD basis", "symbols": ["N", "N", "C", "H", "H", "H", "C", "H", "H", "H", "C", "O", "C", "O"], "positions_angstrom": [[2.477, -0.013, 0.198], [-0.990, -0.683, -0.403], [0.270, -0.998, 0.054], [-2.896, 0.621, -0.525], [2.864, -1.012, 0.095], [0.516, -2.128, -0.274], [-1.009, 0.764, -0.298], [0.708, 2.313, 0.369], [3.248, 0.609, -0.273], [-2.229, -0.965, 1.068], [0.292, 1.280, -0.144], [-2.222, -1.110, 0.092], [1.139, 0.083, -0.148], [-2.167, 1.239, 0.189]], "nbo_charge": [-0.804, -0.136, -0.217, 0.511, 0.383, 0.185, 0.434, 0.248, 0.388, 0.467, -0.392, -0.552, 0.147, -0.662], "gap_ev": 8.0802, "total_energy_ha": -415.82084, "relative_energy_kcal_mol": 137.9, "e_lumo_ev": 0.49}

Record 3
{"formula": "C23H25N3O3", "method": "the ωB97M-V functional and the def2-TZVPD basis", "symbols": ["C", "C", "H", "H", "C", "C", "C", "H", "H", "H", "H", "H", "H", "C", "O", "H", "C", "H", "H", "C", "H", "C", "N", "H", "C", "C", "H", "C", "H", "C", "C", "C", "C", "H", "C", "H", "C", "C", "N", "C", "C", "H", "H", "H", "H", "C", "O", "O", "H", "N", "H", "C", "H", "H"], "positions_angstrom": [[-6.323, 0.771, -0.839], [-1.026, 1.701, -0.271], [7.446, -1.229, 0.599], [-4.901, -2.239, 1.679], [-5.249, -2.546, 0.691], [7.259, -0.847, -0.405], [-3.429, 1.142, -0.122], [-5.894, 1.735, -1.057], [8.163, -1.007, -0.994], [-9.218, -0.948, -1.106], [5.664, 2.090, -1.330], [2.053, -1.625, 0.979], [1.058, 2.174, -0.358], [2.615, -1.082, 0.217], [4.044, 2.171, 0.385], [6.123, -2.677, -0.734], [-8.187, -0.735, -0.867], [-3.724, -0.754, 0.517], [2.013, -1.067, -0.704], [-0.395, 0.215, 1.972], [2.439, 1.798, 1.949], [-5.531, -0.205, -0.244], [-4.191, 0.031, 0.088], [-2.472, -0.224, 2.112], [5.864, 1.019, -1.371], [-7.400, -1.707, -0.274], [-8.246, 1.272, -1.610], [-7.644, 0.505, -1.148], [7.816, 1.248, -0.486], [3.909, -1.843, -0.065], [6.919, 0.649, -0.333], [4.560, 0.288, -1.050], [-6.073, -1.467, 0.046], [-5.848, -3.445, 0.816], [0.281, 1.635, 0.165], [-0.153, -0.353, 2.859], [2.046, 0.800, 1.733], [-1.706, 0.278, 1.536], [4.831, -1.087, -0.679], [6.117, -1.634, -1.054], [0.611, 0.885, 1.289], [6.522, 0.897, 0.653], [2.138, 0.175, 2.627], [3.889, 0.311, -1.927], [-4.384, -2.804, 0.080], [3.817, 1.018, 0.081], [4.060, -3.010, 0.234], [-3.800, 2.148, -0.690], [-7.825, -2.676, -0.053], [2.884, 0.256, 0.680], [6.211, 0.769, -2.375], [-2.033, 1.010, 0.400], [6.205, -1.605, -2.145], [-1.296, 2.291, -1.134]], "nbo_charge": [-0.260, -0.148, 0.211, 0.212, -0.641, -0.408, 0.671, 0.256, 0.208, 0.212, 0.253, 0.240, 0.224, -0.311, -0.627, 0.252, -0.228, 0.405, 0.214, -0.245, 0.259, 0.220, -0.622, 0.210, -0.410, -0.189, 0.214, -0.197, 0.218, 0.679, -0.404, -0.129, -0.075, 0.230, -0.238, 0.214, -0.263, -0.185, -0.431, -0.225, 0.068, 0.211, 0.202, 0.209, 0.215, 0.689, -0.619, -0.597, 0.206, -0.427, 0.205, -0.152, 0.187, 0.237], "gap_ev": 8.8714, "total_energy_ha": -1281.51150, "relative_energy_kcal_mol": 17.7, "e_lumo_ev": 0.38}

Record 4
{"formula": "C4H8I2O", "method": "the ωB97M-V functional and the def2-TZVPD basis", "symbols": ["H", "H", "H", "C", "H", "I", "I", "C", "H", "H", "O", "C", "H", "C", "H"], "positions_angstrom": [[1.734, -0.295, -0.715], [0.959, 0.793, -1.908], [2.261, -0.324, -2.427], [-0.209, -1.273, -3.461], [0.596, -1.416, -4.201], [-2.500, 0.726, -0.955], [-4.172, -1.870, -2.739], [0.359, -1.274, -2.061], [-2.150, -1.932, -0.979], [-0.945, -2.087, -3.579], [0.005, -2.087, -1.222], [1.390, -0.212, -1.759], [-3.671, -1.538, -0.126], [-3.066, -1.311, -1.024], [-0.711, -0.313, -3.669]], "nbo_charge": [0.238, 0.237, 0.232, -0.739, 0.234, 0.131, 0.135, 0.610, 0.263, 0.238, -0.570, -0.728, 0.235, -0.758, 0.241], "gap_ev": 9.3546, "total_energy_ha": -827.82586, "relative_energy_kcal_mol": 2.0, "e_lumo_ev": -0.02}

Record 5
{"formula": "C29H29MgN3Si", "method": "the ωB97M-V functional and the def2-TZVPD basis", "symbols": ["C", "C", "C", "H", "C", "C", "H", "C", "C", "H", "C", "C", "H", "C", "C", "C", "C", "H", "H", "H", "H", "C", "C", "C", "N", "C", "Mg", "C", "H", "C", "H", "C", "H", "C", "Si", "H", "C", "H", "H", "C", "H", "C", "H", "H", "H", "H", "C", "H", "N", "H", "H", "C", "N", "C", "H", "H", "H", "H", "H", "H", "H", "C", "C"], "positions_angstrom": [[4.310, -0.477, 1.072], [2.293, 0.565, 0.237], [-0.536, 2.641, 1.514], [-1.830, 1.784, 4.499], [-1.986, 0.174, -3.922], [-3.610, 2.286, -4.889], [-3.386, -1.203, 6.116], [3.579, -0.952, 2.150], [-0.153, -2.112, 6.748], [-4.723, 2.056, -3.042], [-3.898, 1.677, -3.656], [-1.670, 2.219, 2.301], [5.375, -0.685, 0.982], [0.415, -1.790, 5.511], [-2.327, -1.375, 5.944], [-3.129, 0.592, -3.221], [-1.522, -1.901, 6.966], [1.592, 3.026, 2.121], [-1.961, -2.147, 7.931], [-2.450, -0.106, -0.561], [-0.623, -1.483, -1.729], [2.621, -2.083, -5.171], [-2.575, 1.775, -5.688], [1.459, 0.085, -3.847], [1.478, -1.173, 3.271], [0.606, 2.652, 2.381], [-0.486, 0.320, 1.588], [0.191, 2.253, 3.677], [-1.053, 0.270, -5.894], [2.185, -0.694, 2.187], [-1.714, -2.442, -3.283], [1.310, -2.184, -4.681], [4.371, -0.813, -5.382], [2.770, 0.189, -4.325], [-0.935, -1.162, -3.149], [1.767, 1.192, -0.488], [-1.203, 1.993, 3.636], [-2.714, 2.245, 1.977], [4.175, 0.701, -0.773], [3.649, 0.289, 0.094], [0.995, 0.961, -3.386], [-0.383, -1.232, 4.497], [-0.622, 0.110, -0.760], [0.487, -2.521, 7.528], [1.466, -1.947, 5.301], [0.718, -3.082, -4.865], [-1.800, 0.699, -5.226], [-0.582, 3.047, 0.502], [1.549, 0.035, 1.231], [-2.376, -0.657, 3.887], [3.324, 1.124, -4.194], [-1.777, -1.059, 4.701], [0.191, -0.870, 3.284], [0.735, -1.115, -3.961], [-1.364, -1.526, -0.064], [-4.199, 3.150, -5.226], [-3.418, 0.055, -2.318], [-2.377, 2.231, -6.668], [0.822, 2.230, 4.570], [3.083, -2.921, -5.707], [3.971, -1.562, 2.956], [-1.458, -0.457, -0.293], [3.353, -0.900, -4.988]], "nbo_charge": [-0.154, 0.078, -0.489, 0.215, -0.388, -0.207, 0.224, -0.206, -0.214, 0.215, -0.220, -0.445, 0.233, -0.203, -0.211, -0.215, -0.173, 0.211, 0.221, 0.208, -0.099, -0.233, -0.225, -0.225, -0.183, -0.345, 1.659, -0.360, 0.218, 0.301, -0.184, -0.141, 0.212, -0.210, 1.123, 0.223, -0.362, 0.233, 0.238, -0.230, 0.207, 0.146, 0.174, 0.222, 0.243, 0.207, -0.219, 0.229, -0.561, 0.238, 0.207, -0.185, -0.257, -0.474, 0.204, 0.213, 0.217, 0.215, 0.213, 0.212, 0.239, -1.354, -0.227], "gap_ev": [3.9025, 3.9013], "total_energy_ha": -1776.19676, "e_lumo_ev": [-2.23, -2.23]}

What did the second record say?
{"formula": "C4H6N2O2", "method": "the ωB97M-V functional and the def2-TZVPD basis", "symbols": ["N", "N", "C", "H", "H", "H", "C", "H", "H", "H", "C", "O", "C", "O"], "positions_angstrom": [[2.477, -0.013, 0.198], [-0.990, -0.683, -0.403], [0.270, -0.998, 0.054], [-2.896, 0.621, -0.525], [2.864, -1.012, 0.095], [0.516, -2.128, -0.274], [-1.009, 0.764, -0.298], [0.708, 2.313, 0.369], [3.248, 0.609, -0.273], [-2.229, -0.965, 1.068], [0.292, 1.280, -0.144], [-2.222, -1.110, 0.092], [1.139, 0.083, -0.148], [-2.167, 1.239, 0.189]], "nbo_charge": [-0.804, -0.136, -0.217, 0.511, 0.383, 0.185, 0.434, 0.248, 0.388, 0.467, -0.392, -0.552, 0.147, -0.662], "gap_ev": 8.0802, "total_energy_ha": -415.82084, "relative_energy_kcal_mol": 137.9, "e_lumo_ev": 0.49}